62
Properties=species:S:1:pos:R:3:forces:R:3:mulliken_charge:R:1 method="wB97M-V/def2-TZVPD" e_lumo_ev="-8.9 / -8.6" energy_ha=-6364.4278 e_homo_ha="-0.5154 / -0.5155" e_above_lowest_kj_mol=0.0 spin_multiplicity=4 molar_mass_g_mol=766.15 s2=3.83 homo_lumo_gap_ev="5.14 / 5.46" charge=+2
Mn -0.4546 -0.5719 0.2473 0.604 0.339 -0.259 0.33
Br 2.3637 3.2112 6.1095 0.017 0.033 0.039 -0.10
C 1.4557 2.0553 4.9568 0.030 0.038 0.045 -0.04
C 0.8947 0.8838 5.4561 -0.024 -0.017 0.070 -0.87
C 0.2389 0.0202 4.6074 -0.016 -0.207 0.022 -1.03
C 0.1322 0.3161 3.2461 0.093 0.085 0.009 0.70
C 0.6884 1.4965 2.7622 -0.109 0.020 -0.128 0.59
C 1.3481 2.3654 3.6115 -0.015 0.004 -0.061 -0.94
N -0.5613 -0.5490 2.3443 0.103 -0.132 -0.364 0.76
C -1.3093 -1.5046 2.7503 -0.164 0.001 0.051 0.04
C -2.0575 -2.2858 1.7707 0.118 0.045 -0.006 0.16
C -2.7984 -3.3985 2.0911 -0.150 -0.167 0.094 -0.73
C -3.4648 -4.0744 1.0717 0.002 0.015 -0.030 -0.50
C -3.3856 -3.5930 -0.2265 -0.122 -0.144 0.127 -0.91
C -2.6256 -2.4677 -0.4797 0.018 0.253 -0.019 -0.26
N -1.9778 -1.8308 0.5016 -0.011 -0.129 -0.140 0.37
H 0.9758 0.6510 6.5091 0.021 -0.008 -0.028 0.46
H -0.1633 -0.8910 5.0315 0.061 0.022 -0.023 0.34
H 0.6051 1.7583 1.7204 0.030 0.004 -0.037 0.21
H 1.7815 3.2785 3.2262 -0.015 -0.033 0.006 0.51
H -1.4571 -1.7216 3.8008 0.003 -0.002 0.049 0.43
H -2.8462 -3.7346 3.1191 -0.007 -0.027 -0.046 0.55
H -4.0382 -4.9658 1.2918 -0.001 0.036 0.007 0.48
H -3.9044 -4.0799 -1.0406 0.013 0.006 0.016 0.49
H -2.5379 -2.0475 -1.4725 0.076 0.004 0.004 0.66
O 4.5108 -2.5951 -4.6181 -0.201 0.086 -0.046 -0.59
N 3.6579 -1.8397 -5.0285 0.235 0.042 -0.078 1.08
O 3.6345 -1.2813 -6.1004 -0.060 -0.092 0.148 -0.58
C 2.5325 -1.5505 -4.1071 0.035 0.071 -0.220 -0.85
C 1.5465 -0.6658 -4.5016 0.014 0.032 -0.138 -0.26
C 0.5165 -0.3700 -3.6379 -0.043 0.243 0.020 -0.61
C 0.4383 -0.9528 -2.3633 -0.137 0.177 0.366 0.91
O -0.5681 -0.6784 -1.5426 -0.177 -0.144 -0.240 -0.60
C 1.4604 -1.8558 -2.0269 -0.055 -0.068 0.058 0.42
C 2.5095 -2.1547 -2.8862 0.091 -0.253 0.299 -0.17
N 1.4380 -2.5666 -0.7693 -0.047 0.161 0.140 1.03
O 2.1796 -3.4667 -0.5713 0.089 -0.065 -0.083 -0.55
O 0.5923 -2.2621 0.1409 -0.247 0.125 0.206 -0.42
N -0.4844 0.6276 -4.1036 -0.297 -0.223 -0.255 1.08
O -1.3064 1.0287 -3.3040 0.166 0.023 -0.003 -0.56
O -0.4227 0.9435 -5.2677 0.100 0.017 0.232 -0.61
H 1.5867 -0.2010 -5.4771 -0.001 0.028 -0.028 0.71
H 3.2926 -2.8418 -2.5985 0.030 -0.014 0.001 0.70
S -3.5442 2.5887 0.6487 -0.063 0.134 -0.059 -0.18
C -2.7553 1.1111 0.7220 0.020 0.128 0.084 -0.32
N -1.5425 1.0907 0.2180 0.202 -0.385 -0.044 1.25
C -1.1670 2.3387 -0.3194 -0.099 -0.140 -0.023 -0.57
C 0.0071 2.6881 -0.9867 0.092 -0.071 -0.044 0.25
C 0.1454 3.9869 -1.4213 -0.001 0.043 -0.010 -1.08
C -0.8597 4.9440 -1.2181 0.023 -0.001 -0.011 -0.72
C -2.0347 4.6035 -0.5897 -0.059 0.086 -0.011 -0.56
C -2.1735 3.2899 -0.1491 -0.106 -0.065 0.135 0.55
H -3.2261 0.2495 1.1699 0.037 0.025 0.004 0.39
H 0.7837 1.9662 -1.1794 0.028 -0.017 0.068 0.42
H 1.0513 4.2710 -1.9411 -0.033 0.010 0.020 0.48
H -0.7156 5.9576 -1.5676 0.003 -0.033 -0.011 0.46
H -2.8285 5.3254 -0.4467 0.038 -0.016 0.000 0.46
F 1.0997 0.2419 0.1737 -0.214 0.127 0.037 -0.66
B 3.4363 -0.0650 0.6645 -0.133 0.083 0.161 0.55
F 3.6609 -0.3844 -0.6056 0.016 0.033 0.244 -0.12
F 3.5643 1.1818 1.0730 0.028 -0.337 -0.110 -0.19
F 3.0813 -1.0234 1.5124 0.173 0.215 -0.207 -0.23

=====

54
Properties=species:S:1:pos:R:3:forces:R:3:mulliken_charge:R:1 method="wB97M-V/def2-TZVPD" e_lumo_ev="-5.6 / -6.1" energy_ha=-6083.9220 e_homo_ha="-0.3973 / -0.3971" spin_multiplicity=2 molar_mass_g_mol=886.73 s2=0.78 homo_lumo_gap_ev="5.25 / 4.69" charge=+1
Pd -0.6929 -0.8908 -0.4348 0.067 -0.890 2.107 -0.35
C -1.8931 4.7368 3.8022 0.015 -0.001 -0.018 -0.52
C -2.3189 3.4535 4.1104 -0.086 0.080 -0.008 -0.62
C -2.1126 2.4286 3.2078 0.146 -0.031 -0.186 -0.24
C -1.4478 2.6877 2.0098 0.343 -0.154 -0.175 -0.04
C -1.0432 3.9770 1.6801 0.017 -0.226 0.250 -0.26
C -1.2675 4.9934 2.5917 -0.056 0.232 -0.004 -0.70
P -1.0170 1.2602 0.9756 -0.737 -0.089 -0.435 1.25
C -0.1641 1.8873 -0.5071 0.351 0.455 0.316 0.47
C -0.9548 2.5526 -1.4530 0.116 -0.300 0.400 -0.65
C -0.3797 3.0406 -2.6093 0.181 0.013 -0.083 -0.71
C 0.9767 2.8503 -2.8388 -0.010 -0.014 0.020 -0.56
C 1.7652 2.1862 -1.9094 -0.022 -0.007 -0.124 -0.40
C 1.2040 1.7045 -0.7400 -0.380 0.403 0.157 -0.52
C 0.2220 0.3560 1.9520 -0.143 1.753 0.669 1.20
C 0.9241 0.8671 3.0648 -0.591 -1.506 -1.180 -0.12
C 1.8583 0.0150 3.6691 0.734 -0.168 0.737 -0.83
C 2.0491 -1.2660 3.2556 -0.560 -0.329 -0.125 -0.47
C 1.2322 -1.9164 2.1756 0.239 1.074 -0.366 1.17
C 0.3894 -0.9108 1.4828 -0.197 -0.373 -2.502 -1.58
H -2.0585 5.5378 4.5060 -0.002 0.093 0.042 0.41
H -2.8260 3.2581 5.0410 -0.065 -0.023 0.136 0.43
H -2.4500 1.4247 3.4256 -0.065 -0.098 0.058 0.47
H -0.5377 4.1699 0.7435 0.017 0.053 0.007 0.34
H -0.9470 5.9946 2.3538 0.026 0.166 -0.010 0.42
H -2.0127 2.6810 -1.2599 -0.060 0.010 -0.073 0.53
H -0.9817 3.5701 -3.3320 -0.059 0.016 -0.065 0.45
H 1.4217 3.2201 -3.7474 0.074 0.069 -0.140 0.42
H 2.8161 2.0363 -2.1045 0.120 0.027 -0.006 0.45
H 1.8172 1.2126 0.0034 0.081 -0.041 -0.010 0.36
H 0.7506 1.8741 3.4026 0.037 0.275 0.083 0.56
H 2.4446 0.3997 4.4926 0.117 -0.056 -0.004 0.45
H 2.7919 -1.8868 3.7330 0.053 -0.119 0.186 0.42
H 0.5567 -2.6559 2.6474 0.004 0.140 0.062 0.36
F 0.2050 -6.1712 -5.0207 0.071 0.526 0.215 -0.24
C 0.3501 -4.9937 -4.4370 -0.054 0.022 -0.103 0.54
C -0.2108 -4.7571 -3.1820 -0.220 0.297 0.593 -0.10
F -0.9205 -5.6856 -2.5516 0.249 0.022 -0.273 -0.27
C -0.0231 -3.5259 -2.5795 -0.568 -0.399 0.871 -0.22
F -0.5291 -3.3373 -1.3289 0.542 -0.785 -1.200 0.06
C 0.6769 -2.4772 -3.1813 0.080 0.701 0.503 0.62
S 0.9141 -0.9561 -2.3955 -0.278 -0.616 0.100 -0.11
C 1.2109 -2.7296 -4.4554 0.168 -0.285 -0.370 0.37
F 1.9019 -1.7781 -5.0686 -0.190 -0.305 0.041 -0.27
C 1.0545 -3.9664 -5.0724 0.162 0.335 -0.020 0.24
F 1.5838 -4.1757 -6.2680 -0.060 -0.045 0.090 -0.25
Cl -2.2433 -2.2725 1.0641 0.451 0.279 0.650 -0.32
Ge -3.4222 -2.8677 -0.8455 -0.239 -1.084 -0.571 0.40
Cl -2.6294 -0.8634 -1.8683 0.452 0.649 -0.460 -0.35
Cl -5.3644 -2.1801 -0.1991 -0.391 0.324 0.163 -0.34
I 2.9821 -4.4768 1.8449 -0.220 0.501 -0.097 0.11
C 2.0648 -2.6565 1.1175 0.211 -0.601 -0.066 -1.10
H 2.8694 -2.0236 0.7509 -0.022 -0.052 -0.045 0.52
H 1.4163 -2.9532 0.2882 0.151 0.082 0.262 0.13

=====

57
Properties=species:S:1:pos:R:3:forces:R:3:mulliken_charge:R:1 method="wB97M-V/def2-TZVPD" e_lumo_ev="2.2 / 2.1" energy_ha=-3867.6543 e_homo_ha="-0.1378 / -0.1635" e_above_lowest_kj_mol=0.0 spin_multiplicity=5 molar_mass_g_mol=652.54 s2=6.04 homo_lumo_gap_ev="5.97 / 6.55" charge=-1
Cr -0.9207 0.0651 -0.4555 0.156 0.020 0.086 0.21
C -0.5284 4.3326 -1.5160 -0.013 -0.013 0.003 -0.89
C 0.8427 4.5193 -1.3763 -0.003 0.009 -0.003 -0.73
C 1.6335 3.4599 -0.9700 0.027 0.001 0.007 -0.79
C 1.0526 2.2153 -0.7091 0.003 0.082 -0.018 0.54
C -0.3286 1.9950 -0.8444 -0.019 0.067 -0.022 -0.20
C -1.0941 3.0928 -1.2531 -0.013 -0.005 -0.004 0.21
C 1.8682 1.0675 -0.2701 0.046 -0.013 0.018 1.58
C 3.1657 1.2437 0.2841 0.027 0.038 0.005 -0.79
C 3.8605 0.1776 0.7509 0.011 -0.001 0.003 -1.08
C 3.3019 -1.1171 0.6460 -0.037 0.003 -0.018 1.03
C 3.9593 -2.2693 1.1298 -0.012 0.033 0.006 -0.73
C 3.3795 -3.4991 1.0049 -0.001 -0.036 0.002 -0.62
C 2.1195 -3.6190 0.3837 0.005 -0.017 0.013 -0.74
C 1.4555 -2.5162 -0.0753 0.040 0.054 -0.002 -0.26
C 2.0249 -1.2303 0.0611 -0.025 -0.018 -0.022 0.17
N 1.3162 -0.1328 -0.3650 -0.070 -0.131 0.020 -0.05
H -1.1538 5.1575 -1.8393 -0.004 -0.001 0.003 0.41
H 1.2909 5.4819 -1.5906 0.001 -0.001 0.001 0.37
H 2.7032 3.6101 -0.8808 -0.002 -0.011 -0.003 0.34
H -2.1646 2.9777 -1.3826 0.000 -0.005 -0.001 0.29
H 3.5658 2.2419 0.3815 -0.007 -0.005 -0.001 0.30
H 4.8261 0.3002 1.2268 -0.001 0.005 0.005 0.37
H 4.9174 -2.1504 1.6207 0.008 0.003 -0.004 0.37
H 3.8812 -4.3803 1.3838 -0.002 -0.001 -0.001 0.37
H 1.6645 -4.5962 0.2790 0.002 0.002 -0.002 0.45
H 0.4838 -2.6072 -0.5322 -0.034 -0.013 -0.014 0.43
C -2.1927 0.4375 1.3253 -0.014 0.004 -0.068 -1.43
C -1.0247 0.2530 2.1271 -0.012 -0.039 0.023 0.95
C -0.1843 1.3458 2.4857 -0.006 0.004 -0.011 -0.63
C 1.0347 1.1550 3.0815 0.008 0.056 0.003 -0.61
C 1.4924 -0.1347 3.3947 -0.014 -0.098 -0.024 0.42
C 0.6544 -1.2246 3.1192 0.001 0.027 0.011 -0.49
C -0.5697 -1.0395 2.5210 0.016 0.061 -0.006 -0.60
C 2.7970 -0.3245 3.9362 -0.015 0.043 0.041 0.14
N 3.8644 -0.4549 4.3570 0.006 -0.033 -0.028 -0.71
H -2.5973 1.4443 1.2804 0.000 0.002 0.035 0.46
H -2.9445 -0.3483 1.3634 0.015 -0.007 0.033 0.47
H -0.5062 2.3479 2.2285 0.005 0.000 -0.004 0.30
H 1.6663 2.0069 3.3058 -0.006 0.000 0.000 0.41
H 0.9901 -2.2252 3.3650 0.005 -0.005 -0.002 0.45
H -1.1925 -1.8983 2.2989 -0.007 -0.006 -0.004 0.31
F -0.4283 -2.3440 -3.1807 -0.013 0.001 -0.019 -0.22
C -1.6402 -2.8810 -3.0421 -0.038 -0.004 0.061 0.61
F -2.2940 -2.7844 -4.1918 0.018 0.008 -0.054 -0.21
F -1.5004 -4.1722 -2.7329 0.020 0.001 0.025 -0.24
S -2.5689 -2.0251 -1.6947 0.024 -0.013 0.073 1.12
O -1.6252 -2.0566 -0.5783 -0.074 0.021 -0.125 -0.45
O -3.7975 -2.7322 -1.5616 0.021 0.023 -0.046 -0.63
N -2.5819 -0.5157 -2.1481 -0.053 -0.076 0.042 -0.64
S -3.7554 0.1695 -3.0042 0.060 -0.034 -0.002 0.91
O -3.2368 1.3541 -3.6057 -0.019 -0.009 -0.016 -0.60
O -4.5254 -0.7680 -3.7604 -0.003 0.030 0.007 -0.60
C -4.8931 0.7795 -1.6841 -0.010 -0.007 0.003 0.65
F -5.2944 -0.2150 -0.8971 0.003 -0.005 -0.002 -0.22
F -5.9666 1.3240 -2.2649 -0.006 0.005 -0.001 -0.24
F -4.3021 1.7062 -0.9354 0.000 0.003 0.000 -0.21

=====

54
Properties=species:S:1:pos:R:3:forces:R:3:mulliken_charge:R:1 method="wB97M-V/def2-TZVPD" e_lumo_ev=-5.2 energy_ha=-4900.5036 e_homo_ha=-0.3770 e_above_lowest_kj_mol=550.0 molar_mass_g_mol=702.31 homo_lumo_gap_ev=5.05 charge=+1
Y 1.7972 -1.4013 -0.2650 -1.334 2.104 3.901 1.38
O 4.6698 1.8583 -1.8763 -0.202 -0.223 -0.243 -0.54
N 3.9648 2.3204 -0.7581 0.252 0.247 0.245 -0.24
C 2.5470 2.1620 -0.9003 -0.178 0.593 0.102 -0.57
C 1.6312 3.1994 -0.3283 0.060 -0.013 -0.096 0.26
C 1.9971 4.5367 -0.3352 -0.012 -0.076 -0.026 -0.52
C 1.1060 5.4976 0.1200 -0.002 -0.058 0.018 -0.77
C -0.1522 5.1212 0.5699 0.016 0.063 -0.070 -0.69
C -0.5237 3.7853 0.5806 -0.048 -0.129 0.065 -0.47
C 0.3651 2.8164 0.1339 0.846 -0.283 -0.023 0.05
P -0.0149 1.0383 0.1122 -0.837 -1.090 -0.834 1.18
C -1.0447 0.8418 -1.3950 0.054 0.141 -0.017 0.42
C -1.2873 1.8673 -2.3035 0.011 -0.048 0.039 -0.31
C -2.1839 1.6710 -3.3477 0.048 0.031 0.006 -0.71
C -2.8377 0.4568 -3.4879 0.018 -0.014 -0.053 -0.54
C -2.5515 -0.5916 -2.6219 0.034 -0.031 -0.014 -0.80
C -1.6484 -0.4052 -1.5877 0.039 0.082 -0.029 -0.32
C -1.2556 0.7461 1.4108 0.183 0.008 0.015 0.73
C -0.8752 0.1587 2.6158 0.035 0.063 -0.058 -0.55
C -1.8116 -0.0038 3.6275 -0.001 -0.027 -0.002 -0.66
C -3.1169 0.4230 3.4410 -0.013 -0.040 -0.009 -0.52
C -3.5007 0.9949 2.2344 -0.036 0.007 -0.096 -0.75
C -2.5800 1.1438 1.2113 0.091 -0.018 0.086 -0.46
H 5.5864 2.1150 -1.7094 -0.075 0.082 0.100 0.40
H 2.2015 1.7187 -1.8340 0.159 -0.042 -0.040 0.65
H 2.9750 4.8100 -0.7080 0.016 0.057 0.061 0.50
H 1.3977 6.5389 0.1230 -0.033 0.013 -0.010 0.41
H -0.8546 5.8719 0.9059 0.013 -0.001 0.039 0.46
H -1.5042 3.4985 0.9356 0.010 0.019 0.068 0.48
H -0.7890 2.8217 -2.1871 -0.088 0.049 0.013 0.38
H -2.3806 2.4779 -4.0411 -0.019 -0.002 -0.003 0.43
H -3.5668 0.3240 -4.2757 0.026 -0.019 -0.029 0.40
H -3.0434 -1.5479 -2.7420 -0.001 -0.003 0.004 0.46
H -1.4503 -1.2171 -0.8926 -0.133 0.007 0.006 0.35
H 0.1503 -0.1577 2.7537 -0.001 0.039 0.082 0.48
H -1.5183 -0.4648 4.5609 0.005 -0.002 0.003 0.44
H -3.8468 0.2948 4.2291 0.011 0.018 0.021 0.41
H -4.5214 1.3199 2.0829 -0.016 -0.029 0.021 0.44
H -2.8840 1.5594 0.2584 -0.055 0.027 0.029 0.47
O 2.1859 0.1166 1.7587 -0.799 -2.714 -1.369 -0.44
S 3.3118 1.1860 1.6541 0.761 1.196 0.123 0.02
N 3.3222 1.2323 -0.0854 -0.312 -1.440 -0.766 -0.04
F 2.3416 -8.2329 -0.5111 -0.037 0.006 0.002 -0.27
C 1.7157 -7.1188 -0.1625 0.019 -0.035 0.026 0.57
C 2.4336 -6.0721 0.3928 0.156 0.042 0.142 -0.08
F 3.7467 -6.1770 0.5798 -0.018 -0.018 -0.022 -0.28
C 1.7623 -4.9199 0.7459 -0.324 0.009 -0.189 0.74
F 2.4640 -3.8709 1.2602 0.469 0.277 -0.285 -0.29
C 0.4061 -4.7447 0.5413 0.017 -0.118 -0.037 -0.25
Se -0.4589 -3.1084 0.9984 1.182 1.245 -0.869 -0.18
C -0.2930 -5.8153 -0.0044 0.089 0.233 0.041 0.13
F -1.5988 -5.6925 -0.2212 0.009 -0.172 -0.056 -0.29
C 0.3479 -6.9922 -0.3556 -0.067 -0.012 -0.050 0.19
F -0.3325 -7.9905 -0.9012 0.012 0.001 0.036 -0.26